{
  "formula": "C18H15AsCl5F6NPPdS",
  "method": "the ωB97M-V functional and the def2-TZVPD basis",
  "s_squared": 0.76,
  "gap_ev": [7.531, 7.171],
  "relative_energy_kcal_mol": 36.50,
  "energy_ha": -6753.18628,
  "largest_force_ev_per_a": 2.10,
  "spin_multiplicity": 2,
  "elements": ["Pd", "S", "C", "C", "C", "C", "C", "C", "C", "C", "C", "N", "H", "H", "H", "H", "H", "H", "Cl", "C", "C", "C", "Cl", "C", "Cl", "C", "Cl", "C", "Cl", "C", "As", "C", "C", "H", "H", "H", "H", "H", "H", "H", "H", "H", "F", "P", "F", "F", "F", "F", "F"],
  "positions_angstrom": [[-0.50, 0.36, 0.26], [1.82, 0.17, 4.04], [0.21, -0.24, 4.46], [-0.63, -0.19, 3.39], [0.04, 0.21, 2.20], [1.38, 0.41, 2.40], [2.26, 0.79, 1.31], [3.60, 1.16, 1.44], [4.32, 1.44, 0.29], [3.70, 1.34, -0.95], [2.36, 1.00, -1.00], [1.67, 0.73, 0.11], [-0.03, -0.49, 5.48], [-1.69, -0.39, 3.44], [4.05, 1.22, 2.42], [5.36, 1.72, 0.36], [4.24, 1.54, -1.87], [1.83, 0.93, -1.93], [-0.29, -0.53, -3.48], [-0.67, 1.09, -2.95], [-0.61, 1.40, -1.61], [-0.89, 2.71, -1.27], [-0.79, 3.09, 0.45], [-1.23, 3.69, -2.18], [-1.59, 5.29, -1.65], [-1.28, 3.35, -3.53], [-1.70, 4.53, -4.70], [-0.99, 2.04, -3.92], [-1.02, 1.62, -5.59], [1.88, -2.40, 0.45], [0.03, -2.00, 0.15], [-0.80, -2.99, 1.57], [-0.46, -3.07, -1.36], [1.97, -3.49, 0.53], [2.20, -1.93, 1.37], [2.49, -2.04, -0.38], [-0.47, -4.03, 1.50], [-1.88, -2.92, 1.47], [-0.51, -2.56, 2.53], [-1.48, -2.84, -1.64], [-0.38, -4.11, -1.04], [0.20, -2.88, -2.20], [-2.63, -0.79, 1.40], [-3.73, -0.39, 0.23], [-3.04, 1.10, 0.24], [-4.72, 0.03, -0.93], [-2.59, -0.81, -0.89], [-4.25, -1.90, 0.23], [-4.76, 0.04, 1.36]]
}

{
  "formula": "C18H15AuBr",
  "method": "the ωB97M-V functional and the def2-TZVPD basis",
  "s_squared": 2.04,
  "gap_ev": [7.760, 5.750],
  "relative_energy_kcal_mol": 0.00,
  "energy_ha": -3404.49696,
  "charge": -1,
  "largest_force_ev_per_a": 3.23,
  "spin_multiplicity": 3,
  "elements": ["C", "C", "C", "H", "C", "C", "H", "H", "H", "H", "Au", "Br", "C", "C", "C", "H", "C", "C", "H", "H", "H", "H", "C", "C", "C", "C", "C", "C", "C", "C", "H", "H", "H", "H", "H"],
  "positions_angstrom": [[2.00, -1.66, -0.55], [1.87, -1.93, 0.84], [0.80, -2.84, 1.02], [2.51, -1.52, 1.63], [0.26, -3.14, -0.27], [1.00, -2.40, -1.24], [0.79, -2.37, -2.31], [2.68, -0.95, -0.98], [0.46, -3.25, 1.98], [-0.59, -3.79, -0.47], [0.96, 1.73, -0.22], [3.27, 2.08, -0.76], [0.95, 2.51, -4.31], [1.04, 1.35, -5.13], [2.37, 0.82, -5.00], [0.24, 0.92, -5.72], [3.10, 1.66, -4.12], [2.24, 2.72, -3.70], [2.52, 3.54, -3.05], [0.08, 3.14, -4.19], [2.74, -0.09, -5.48], [4.13, 1.52, -3.79], [-0.69, 1.29, 0.66], [-1.49, 0.96, 1.54], [-2.33, 0.58, 2.62], [-2.78, -0.76, 2.66], [-3.20, -1.32, 3.87], [-3.33, -0.50, 5.00], [-3.16, 0.89, 4.88], [-2.72, 1.44, 3.68], [-2.72, -1.37, 1.76], [-3.43, -2.38, 3.91], [-3.57, -0.94, 5.97], [-3.35, 1.55, 5.72], [-2.64, 2.52, 3.56]]
}

{
  "formula": "C18H15Br4Cl3N6O2PSiZr",
  "method": "the ωB97M-V functional and the def2-TZVPD basis",
  "gap_ev": 7.809,
  "energy_ha": -13528.59487,
  "charge": 1,
  "largest_force_ev_per_a": 2.52,
  "elements": ["Zr", "C", "N", "C", "C", "N", "C", "P", "C", "N", "C", "C", "N", "C", "C", "N", "C", "C", "N", "C", "H", "H", "H", "H", "H", "H", "H", "H", "H", "H", "H", "H", "H", "H", "H", "Br", "C", "C", "Br", "C", "Br", "C", "O", "C", "O", "C", "Br", "Cl", "Si", "Cl", "Cl"],
  "positions_angstrom": [[-0.87, 0.78, -1.51], [1.29, -3.16, 2.15], [0.92, -2.48, 0.90], [1.50, -2.80, -0.31], [0.88, -2.00, -1.25], [0.02, -1.17, -0.59], [0.06, -1.49, 0.69], [-0.76, -0.65, 2.05], [-0.04, 0.99, 1.74], [0.07, 1.54, 0.54], [0.65, 2.76, 0.74], [0.79, 2.97, 2.06], [0.33, 1.85, 2.72], [0.24, 1.75, 4.16], [-2.39, -0.22, 1.38], [-2.56, 0.46, 0.28], [-3.85, 0.93, 0.29], [-4.44, 0.52, 1.45], [-3.51, -0.18, 2.15], [-3.75, -1.03, 3.32], [1.42, -4.22, 1.98], [2.18, -2.67, 2.61], [0.45, -3.06, 2.90], [2.24, -3.60, -0.36], [1.11, -1.87, -2.29], [0.94, 3.40, -0.09], [1.10, 3.85, 2.64], [1.04, 2.32, 4.60], [-0.68, 2.20, 4.50], [0.26, 0.74, 4.55], [-4.25, 1.59, -0.47], [-5.42, 0.66, 1.89], [-4.07, -0.34, 4.11], [-4.50, -1.76, 3.16], [-2.81, -1.44, 3.62], [4.77, -1.15, -5.71], [3.63, -0.41, -4.39], [4.10, 0.14, -3.19], [5.98, -0.06, -2.76], [3.23, 0.76, -2.32], [3.78, 1.18, -0.61], [1.86, 0.88, -2.66], [0.98, 1.42, -1.88], [1.37, 0.12, -3.75], [0.01, 0.00, -3.65], [2.27, -0.41, -4.68], [1.49, -1.17, -6.29], [-1.50, 1.82, -5.33], [-1.25, -0.32, -4.95], [-2.42, -0.81, -2.53], [-1.94, 2.84, -1.58]]
}

{
  "formula": "C18H15BrMnN4S",
  "method": "the ωB97M-V functional and the def2-TZVPD basis",
  "s_squared": 8.76,
  "gap_ev": [6.647, 6.394],
  "relative_energy_kcal_mol": 5.73,
  "energy_ha": -5036.67303,
  "charge": 2,
  "largest_force_ev_per_a": 1.85,
  "spin_multiplicity": 6,
  "elements": ["Mn", "C", "C", "C", "C", "C", "Br", "N", "C", "H", "H", "H", "H", "H", "H", "N", "C", "C", "C", "C", "C", "C", "S", "N", "C", "C", "C", "C", "C", "C", "N", "H", "H", "H", "H", "H", "H", "H", "H", "H"],
  "positions_angstrom": [[0.15, -0.07, -0.09], [-3.80, -4.33, -0.01], [-2.40, -3.81, -0.09], [-1.28, -4.64, -0.06], [0.00, -4.12, -0.16], [0.10, -2.76, -0.29], [1.80, -1.85, -0.48], [-0.94, -1.92, -0.30], [-2.16, -2.44, -0.21], [-3.82, -5.42, 0.00], [-4.38, -3.99, -0.87], [-4.30, -3.96, 0.88], [-1.42, -5.71, 0.05], [0.88, -4.75, -0.14], [-2.99, -1.74, -0.22], [-0.21, 1.75, 3.79], [-0.15, 0.86, 4.89], [-0.15, 1.36, 6.18], [-0.07, 0.50, 7.27], [0.01, -0.87, 7.07], [0.02, -1.38, 5.78], [-0.06, -0.51, 4.70], [-0.09, -1.19, 3.07], [0.03, 0.18, 2.08], [-0.06, 1.40, 2.51], [0.01, 2.47, 1.47], [0.15, 3.81, 1.77], [0.23, 4.74, 0.73], [0.16, 4.29, -0.57], [0.01, 2.94, -0.80], [-0.05, 2.04, 0.19], [-0.31, 2.72, 4.03], [-0.21, 2.43, 6.35], [-0.08, 0.90, 8.27], [0.07, -1.54, 7.91], [0.08, -2.44, 5.60], [0.22, 4.16, 2.79], [0.35, 5.79, 0.95], [0.21, 4.98, -1.41], [-0.06, 2.55, -1.81]]
}

{
  "formula": "C18H15Cl9F24O3",
  "method": "the ωB97M-V functional and the def2-TZVPD basis",
  "gap_ev": 11.189,
  "relative_energy_kcal_mol": 13.19,
  "energy_ha": -7459.14126,
  "largest_force_ev_per_a": 2.59,
  "elements": ["F", "C", "F", "C", "F", "F", "C", "O", "C", "F", "F", "C", "F", "F", "H", "H", "H", "H", "F", "C", "F", "C", "F", "F", "C", "O", "C", "F", "F", "C", "F", "F", "H", "H", "H", "H", "F", "C", "F", "C", "F", "F", "C", "O", "C", "F", "F", "C", "F", "F", "H", "H", "H", "H", "Cl", "C", "Cl", "Cl", "H", "Cl", "C", "Cl", "Cl", "H", "Cl", "C", "Cl", "Cl", "H"],
  "positions_angstrom": [[-0.37, -4.10, -1.00], [0.31, -3.50, 0.01], [0.64, -4.45, 0.95], [1.59, -2.81, -0.47], [2.25, -2.34, 0.64], [1.26, -1.70, -1.20], [2.51, -3.73, -1.23], [3.74, -3.07, -1.53], [4.77, -3.92, -1.80], [4.97, -4.81, -0.80], [4.48, -4.61, -2.93], [6.05, -3.09, -1.92], [7.09, -3.80, -2.41], [5.88, -1.98, -2.66], [-0.33, -2.78, 0.53], [2.08, -4.08, -2.17], [2.67, -4.65, -0.66], [6.33, -2.79, -0.90], [-4.81, -0.30, 2.30], [-5.30, 0.94, 2.64], [-5.69, 0.95, 3.92], [-4.22, 2.00, 2.36], [-4.68, 3.20, 2.85], [-4.14, 2.16, 1.01], [-2.86, 1.72, 3.00], [-1.99, 2.78, 2.74], [-1.18, 3.15, 3.78], [-1.94, 3.45, 4.86], [-0.35, 2.14, 4.10], [-0.40, 4.38, 3.31], [-1.20, 5.21, 2.57], [0.14, 5.10, 4.31], [-6.14, 1.09, 1.95], [-2.50, 0.77, 2.59], [-3.00, 1.54, 4.07], [0.38, 4.07, 2.61], [-4.73, -2.03, -0.62], [-4.24, -1.04, -1.40], [-5.02, 0.09, -1.28], [-2.74, -0.71, -1.26], [-2.03, -1.84, -1.42], [-2.36, -0.11, -0.11], [-2.36, 0.22, -2.43], [-2.41, -0.53, -3.63], [-2.83, 0.14, -4.77], [-4.13, 0.47, -4.60], [-2.12, 1.26, -4.92], [-2.65, -0.89, -5.88], [-2.92, -0.31, -7.08], [-1.44, -1.46, -5.93], [-4.40, -1.34, -2.44], [-1.33, 0.55, -2.28], [-3.01, 1.09, -2.50], [-3.37, -1.68, -5.69], [0.22, -0.14, 1.59], [0.90, 1.18, 0.65], [2.03, 2.17, 1.62], [-0.32, 2.15, -0.20], [1.46, 0.69, -0.14], [3.07, 4.36, 5.19], [3.57, 2.68, 5.04], [2.28, 1.66, 5.69], [5.09, 2.46, 5.94], [3.73, 2.52, 3.98], [3.68, 0.57, -1.88], [5.24, 1.18, -1.21], [5.05, 2.79, -0.60], [6.51, 1.17, -2.43], [5.53, 0.52, -0.40]]
}

{
  "formula": "C18H15ClN2O3",
  "method": "the ωB97M-V functional and the def2-TZVPD basis",
  "gap_ev": 8.596,
  "relative_energy_kcal_mol": 9.59,
  "energy_ha": -1490.41352,
  "largest_force_ev_per_a": 0.95,
  "elements": ["O", "C", "N", "C", "C", "C", "C", "N", "C", "C", "C", "C", "C", "C", "C", "O", "O", "C", "C", "C", "C", "Cl", "C", "C", "H", "H", "H", "H", "H", "H", "H", "H", "H", "H", "H", "H", "H", "H", "H"],
  "positions_angstrom": [[1.44, 1.44, -1.20], [0.73, 1.40, -0.21], [1.22, 1.08, 1.00], [2.58, 0.58, 1.11], [2.62, -0.97, 1.03], [1.58, -1.49, 0.09], [1.67, -1.60, -1.27], [0.48, -2.00, -1.79], [-0.42, -2.15, -0.78], [-1.76, -2.53, -0.80], [-2.43, -2.60, 0.40], [-1.78, -2.31, 1.61], [-0.46, -1.94, 1.64], [0.24, -1.84, 0.43], [3.42, 1.30, 0.05], [3.64, 2.48, 0.10], [4.03, 0.49, -0.82], [-0.72, 1.75, -0.27], [-1.12, 2.66, -1.25], [-2.45, 3.01, -1.38], [-3.39, 2.43, -0.54], [-5.06, 2.85, -0.70], [-3.01, 1.50, 0.42], [-1.68, 1.17, 0.55], [0.61, 1.00, 1.80], [2.98, 0.91, 2.08], [2.43, -1.37, 2.03], [3.61, -1.28, 0.71], [2.52, -1.40, -1.90], [0.28, -2.12, -2.77], [-2.26, -2.75, -1.73], [-3.47, -2.89, 0.42], [-2.34, -2.39, 2.53], [0.03, -1.72, 2.58], [4.51, 1.02, -1.47], [-0.37, 3.09, -1.89], [-2.76, 3.73, -2.13], [-3.75, 1.04, 1.05], [-1.40, 0.42, 1.28]]
}